This record from the OMol25 dataset describes an isolated molecule of C7H10NP. The level of theory is ωB97M-V/def2-TZVPD.

```
19
Properties=species:S:1:pos:R:3:mulliken_charge:R:1
C -1.049 1.180 -0.168 -0.441
C -1.020 -1.359 -0.292 -0.745
C 1.346 0.656 -0.664 -0.721
C 1.332 -0.884 -0.712 -0.623
C 0.439 -0.140 1.310 -1.070
C 0.293 1.076 0.362 0.161
C 0.303 -1.335 0.301 0.462
N -3.538 0.226 -0.299 -0.807
P -2.098 -0.104 0.161 0.432
H -1.312 2.085 -0.840 0.324
H 2.372 1.079 -0.386 0.296
H 1.110 1.270 -1.684 0.293
H 1.107 -1.171 -1.790 0.340
H 2.343 -1.342 -0.238 0.263
H 1.532 0.032 1.746 0.305
H -0.293 -0.380 2.198 0.345
H 0.709 1.933 0.781 0.461
H 0.404 -2.213 0.878 0.489
H -3.979 -0.608 -0.665 0.237
```

Output
net charge: 0

This record from the OMol25 dataset describes a structure of composition C2H4INS. The level of theory is ωB97M-V/def2-TZVPD.

```
9
Properties=species:S:1:pos:R:3:mulliken_charge:R:1
C 0.467 0.384 -0.439 -0.296
C 0.507 -0.982 0.266 -0.374
N -0.709 1.013 0.511 -0.407
S -0.902 -0.489 1.349 -0.017
I -2.522 1.763 -0.125 0.129
H 1.451 0.883 -0.558 0.265
H -0.085 0.349 -1.456 0.174
H 0.299 -1.896 -0.429 0.278
H 1.493 -1.026 0.882 0.249
```

Output
net charge: 0

This record from the OMol25 dataset describes a structure of composition CH2Cl2NO2S. The level of theory is ωB97M-V/def2-TZVPD.

```
9
Properties=species:S:1:pos:R:3:mulliken_charge:R:1
C -3.312 -0.236 -0.916 -0.070
N -0.107 -0.120 0.268 -0.621
O -1.254 2.035 -0.513 -0.690
O -1.818 0.943 1.675 -0.596
S -1.599 0.774 0.215 0.868
Cl -4.387 0.648 0.198 -0.188
Cl -2.874 -1.729 -0.147 -0.232
H -0.643 -1.008 0.359 0.259
H 0.222 0.063 -0.734 0.270
```

Output
net charge: -1

This record from the OMol25 dataset describes a structure of composition C6H18FO6Sr. The level of theory is ωB97M-V/def2-TZVPD.

```
32
Properties=species:S:1:pos:R:3:mulliken_charge:R:1
Sr 1.250 -2.097 2.300 1.705
F 0.544 -1.206 -0.048 -0.719
C 2.366 2.119 -0.953 -0.495
C 1.871 1.285 -2.118 -0.211
O 2.277 -0.106 -2.065 -0.534
O 2.012 1.504 0.316 -0.417
H 2.045 3.147 -1.119 0.317
H 3.441 2.298 -0.925 0.292
H 1.983 1.869 -3.031 0.373
H 0.787 1.176 -2.071 0.136
H 1.826 -0.459 -1.295 0.342
H 1.076 1.610 0.504 0.248
C -1.262 -1.555 -2.822 -0.207
C -2.128 -0.626 -1.971 -0.364
O -1.332 0.328 -1.329 -0.472
O -1.039 -2.739 -2.085 -0.573
H -0.332 -1.064 -3.108 0.163
H -1.845 -1.816 -3.706 0.349
H -2.708 -1.219 -1.264 0.241
H -2.778 -0.073 -2.649 0.319
H -0.744 -0.083 -0.691 0.049
H -0.486 -2.645 -1.305 0.312
C -0.327 0.586 3.604 -0.550
C -1.341 -0.259 2.797 -0.239
O -1.126 -1.622 2.944 -0.536
O 0.964 0.475 3.016 -0.406
H -0.249 0.124 4.588 0.290
H -0.587 1.629 3.784 0.419
H -1.258 0.050 1.755 0.135
H -2.369 0.034 3.011 0.518
H -2.016 -1.935 2.768 0.287
H 1.483 1.268 3.165 0.231
```

Output
net charge: +1

This record from the OMol25 dataset describes an isolated molecule of C16H22BrFO6S. The level of theory is ωB97M-V/def2-TZVPD.

```
47
Properties=species:S:1:pos:R:3:mulliken_charge:R:1
C 2.825 -3.062 1.513 -0.640
C 3.340 -1.555 0.999 0.700
O 3.682 -1.480 -0.289 -0.508
O 3.423 -0.497 2.008 -0.350
C 2.906 0.797 1.540 0.605
O 3.499 1.431 0.524 -0.481
C 1.680 1.471 2.363 -0.594
C 0.231 1.575 1.689 -0.990
C -1.128 1.114 2.547 0.342
O -1.217 0.763 3.854 -0.603
O -2.228 1.186 1.572 -0.410
C -1.715 1.499 0.197 -0.426
C -2.698 1.174 -1.048 -1.102
C -2.024 0.540 -2.390 1.110
C -1.785 1.648 -3.618 -1.058
F -3.040 -0.427 -2.954 -0.424
C -0.137 0.940 0.206 1.299
C 0.138 -0.661 0.292 -0.755
C -1.181 -1.627 0.099 -0.594
C -0.875 -3.114 0.799 -0.502
S -2.498 -4.049 0.813 -0.246
C 0.616 1.946 -0.802 -0.667
C 1.520 1.361 -2.001 0.118
O 1.497 0.175 -2.602 -0.473
Br 2.894 2.660 -2.776 -0.148
H 1.892 -3.435 0.888 -0.017
H 2.665 -3.112 2.677 0.275
H 3.689 -3.850 1.274 0.355
H 1.575 0.893 3.403 0.316
H 2.032 2.569 2.675 0.337
H 0.027 2.749 1.619 0.624
H -1.752 2.692 0.245 0.480
H -3.511 0.385 -0.672 0.271
H -3.293 2.149 -1.383 0.273
H -1.058 -0.096 -2.222 -0.103
H -0.644 1.787 -3.841 0.196
H -2.386 1.291 -4.584 0.371
H -2.289 2.673 -3.299 0.247
H 0.512 -0.873 1.407 0.352
H 0.976 -1.087 -0.401 0.414
H -2.157 -1.238 0.613 0.373
H -1.451 -1.867 -1.018 0.286
H -0.498 -2.998 1.906 0.331
H -0.136 -3.721 0.116 0.242
H -3.020 -4.066 -0.503 0.146
H -0.201 2.671 -1.284 0.432
H 1.304 2.672 -0.150 0.597
```

Output
net charge: 0

This record from the OMol25 dataset describes a structure of composition C27H27BiF5N3S4. The level of theory is ωB97M-V/def2-TZVPD.

```
67
Properties=species:S:1:pos:R:3:mulliken_charge:R:1
Bi 0.151 0.438 -0.608 1.012
C 0.986 -4.297 -0.005 -0.867
C 0.343 -4.439 -1.373 -0.890
S -0.451 -2.877 -1.922 0.090
C 0.216 -2.678 -3.612 -0.553
C 1.729 -2.626 -3.738 -0.802
S 2.478 -1.257 -2.760 -0.037
C 3.829 -2.070 -1.837 -0.771
C 3.429 -3.252 -0.975 -0.901
S 2.079 -2.846 0.200 0.114
H 0.214 -4.141 0.747 0.376
H 1.558 -5.192 0.245 0.451
H 1.073 -4.720 -2.129 0.378
H -0.431 -5.206 -1.330 0.525
H -0.180 -3.498 -4.214 0.461
H -0.228 -1.744 -3.956 0.120
H 2.192 -3.557 -3.418 0.357
H 1.982 -2.458 -4.788 0.498
H 4.603 -2.377 -2.546 0.432
H 4.213 -1.261 -1.214 0.396
H 3.092 -4.090 -1.582 0.359
H 4.293 -3.574 -0.391 0.497
F -2.121 2.302 -6.968 -0.296
C -1.863 2.424 -5.658 0.499
C -2.016 1.343 -4.798 -0.167
F -2.415 0.155 -5.278 -0.337
C -1.776 1.477 -3.438 0.174
F -2.063 0.405 -2.667 -0.221
C -1.284 2.666 -2.878 0.652
S -0.881 2.910 -1.212 -0.507
C -1.145 3.745 -3.773 -0.115
F -0.712 4.924 -3.311 -0.322
C -1.446 3.641 -5.121 0.286
F -1.323 4.708 -5.921 -0.293
N -3.983 -0.250 1.444 -0.061
C -3.098 -0.341 0.426 -0.760
N -2.108 0.495 0.551 0.079
C -2.323 1.198 1.711 0.415
C -1.594 2.209 2.326 -0.621
C -2.070 2.691 3.527 -0.855
C -3.249 2.209 4.102 -0.531
C -4.003 1.227 3.494 -0.984
C -3.522 0.729 2.293 0.916
H -4.822 -0.791 1.572 0.215
H -3.212 -1.017 -0.398 0.544
H -0.694 2.589 1.879 0.409
H -1.519 3.462 4.040 0.441
H -3.576 2.617 5.047 0.403
H -4.923 0.864 3.929 0.427
C -0.230 -0.975 3.021 -1.218
C 0.699 0.156 3.352 1.182
C 0.992 0.441 4.673 -0.628
C 1.877 1.446 5.016 -0.768
C 2.480 2.192 4.017 -0.857
C 2.202 1.951 2.687 1.046
C 2.829 2.765 1.597 -1.325
C 1.304 0.920 2.330 0.038
N 1.051 0.646 1.044 -0.696
H -1.254 -0.730 3.306 0.182
H 0.065 -1.871 3.565 0.570
H -0.207 -1.179 1.955 -0.190
H 0.518 -0.143 5.451 0.431
H 2.115 1.635 6.052 0.420
H 3.186 2.969 4.276 0.353
H 3.555 3.458 2.012 0.417
H 2.067 3.331 1.061 0.214
H 3.322 2.120 0.869 0.193
```

Output
net charge: 0

This record from the OMol25 dataset describes a cluster of 2 separate species, C3H12N2O in total. The level of theory is ωB97M-V/def2-TZVPD.

```
18
Properties=species:S:1:pos:R:3:mulliken_charge:R:1
C -0.193 -1.644 -0.547 -0.334
N -0.286 -2.094 -1.925 -0.566
C 1.132 -0.944 -0.258 -0.668
N 1.007 -0.168 0.977 -0.600
H -0.247 -2.396 0.254 0.228
H -1.003 -0.940 -0.347 0.295
H 0.566 -2.562 -2.201 0.212
H -1.063 -2.728 -2.040 0.228
H 1.385 -0.217 -1.041 0.339
H 1.948 -1.681 -0.243 0.398
H 1.838 0.348 1.244 0.240
H -0.256 1.099 0.795 0.405
H 0.844 -0.803 1.753 0.200
C -0.709 3.005 0.671 -0.553
O -1.056 1.668 0.952 -0.512
H -0.160 3.101 -0.274 0.234
H -1.639 3.569 0.599 0.207
H -0.087 3.482 1.443 0.248
```

Output
net charge: 0

This record from the OMol25 dataset describes the ion C14H29IN3O with charge +1. The level of theory is ωB97M-V/def2-TZVPD.

```
48
Properties=species:S:1:pos:R:3:mulliken_charge:R:1
C 3.724 -2.839 0.062 -0.802
C 3.943 -1.479 -0.876 -0.182
C 4.793 -0.313 -0.063 -0.697
C 3.796 0.385 1.051 -0.388
C 3.562 1.996 0.822 -0.662
C 2.002 2.435 0.566 -0.675
C 1.289 1.412 -0.512 -0.040
C 0.172 2.169 -1.477 -0.695
C -1.229 2.544 -0.713 -0.669
C -2.261 1.292 -0.489 -0.169
C -1.906 -0.070 -1.327 -0.562
C -2.979 -1.274 -0.885 0.059
N -4.359 -0.754 -0.553 -0.395
C -4.593 -0.708 0.970 0.322
N -5.291 0.404 1.425 -0.284
N -4.040 -1.785 1.878 -0.320
C -3.485 -2.843 0.920 -0.318
I -2.735 -4.582 2.079 0.147
O -2.416 -2.185 0.145 -0.304
H 3.946 -3.815 -0.573 0.284
H 4.424 -2.829 1.008 0.235
H 2.583 -2.816 0.400 0.158
H 2.867 -1.104 -1.182 -0.052
H 4.494 -1.780 -1.883 0.378
H 5.644 -0.903 0.528 0.310
H 5.215 0.432 -0.864 0.283
H 4.359 0.278 2.098 0.369
H 2.801 -0.235 1.159 0.216
H 3.949 2.607 1.758 0.282
H 4.184 2.364 -0.121 0.301
H 1.463 2.497 1.605 0.279
H 2.032 3.552 0.148 0.266
H 0.863 0.495 0.078 0.177
H 2.145 1.007 -1.232 0.034
H -0.010 1.617 -2.503 0.274
H 0.677 3.211 -1.769 0.415
H -1.043 3.022 0.361 0.246
H -1.824 3.379 -1.320 0.321
H -3.338 1.666 -0.819 0.185
H -2.291 0.995 0.653 0.149
H -0.790 -0.460 -1.158 0.081
H -1.979 0.144 -2.499 0.300
H -3.099 -1.946 -1.865 0.339
H -5.087 -1.379 -0.966 0.369
H -5.708 1.065 0.720 0.316
H -5.299 0.570 2.464 0.298
H -4.796 -2.171 2.484 0.361
H -4.369 -3.268 0.268 0.456
```

Output
net charge: +1

This record from the OMol25 dataset describes a structure of composition C5H3CaNO5. The level of theory is ωB97M-V/def2-TZVPD.

```
15
Properties=species:S:1:pos:R:3:mulliken_charge:R:1
O 1.050 -2.851 1.709 -0.028
C 0.708 -1.912 1.136 0.016
Ca -0.208 0.157 0.365 2.031
O 1.555 -1.124 -2.805 -0.052
C 1.030 -0.744 -1.857 0.209
C -0.690 1.896 -1.164 -0.038
O -1.036 2.838 -1.729 -0.020
C 1.956 1.094 0.625 -0.012
O 2.918 1.642 0.944 -0.024
C -1.939 -1.107 -0.654 -0.011
O -2.906 -1.649 -0.967 -0.024
N -1.174 0.855 2.107 -1.024
H -2.158 0.936 1.831 0.331
H -0.717 1.752 2.301 0.331
H -0.996 0.133 2.813 0.317
```

Output
net charge: +2

This record from the OMol25 dataset describes a structure of composition C7H10NPS. The level of theory is ωB97M-V/def2-TZVPD.

```
20
Properties=species:S:1:pos:R:3:mulliken_charge:R:1
C 2.080 1.994 -0.428 -0.468
C 0.803 1.554 -0.495 -0.473
C 3.039 1.141 0.070 -0.348
C 1.393 -0.435 0.618 -0.356
C 0.428 0.327 0.032 0.603
C -1.936 -1.752 -1.594 -1.062
C -1.654 -0.917 1.588 -1.108
N 2.657 0.009 0.607 -0.617
P -1.372 -0.041 -0.038 0.661
S -2.411 1.560 -0.039 -0.464
H 2.306 2.946 -0.833 0.412
H 0.134 2.215 -1.158 0.193
H 4.071 1.318 0.142 0.426
H 1.041 -1.346 0.955 0.513
H -2.114 -1.227 -2.510 0.323
H -0.922 -2.069 -1.558 0.338
H -2.618 -2.186 -0.999 0.405
H -0.615 -0.990 1.966 0.323
H -2.228 -0.288 2.265 0.339
H -2.082 -1.812 1.407 0.359
```

Output
net charge: 0

This record from the OMol25 dataset describes a structure of composition C13H15N2OSm. The level of theory is ωB97M-V/def2-TZVPD.

```
32
Properties=species:S:1:pos:R:3:lowdin_spin:R:1
C -3.417 -0.066 0.256 -0.004
C -3.070 -0.112 -1.140 -0.004
C -2.442 1.139 -1.482 -0.005
C -2.391 1.952 -0.293 -0.004
C -2.999 1.206 0.784 0.000
Sm -0.794 -0.048 0.164 5.132
C -0.168 -1.889 -1.411 0.012
C -0.873 -2.541 -0.496 0.010
C -1.484 -3.495 0.214 0.007
N -0.685 -0.988 2.018 -0.123
H -1.965 1.364 -2.438 0.000
H -3.207 -0.971 -1.797 0.000
H -1.864 2.899 -0.183 0.001
H -3.055 1.513 1.828 0.001
H -3.897 -0.871 0.815 0.001
H -0.680 -1.410 -2.274 0.002
H -0.699 -1.540 2.871 -0.006
H 0.914 -1.626 -1.292 0.002
H -1.524 -4.534 -0.129 0.002
H -1.988 -3.282 1.167 0.001
O 0.624 1.564 -0.713 0.047
N 1.818 1.189 -0.222 0.267
C 2.849 1.428 -1.057 0.135
C 4.100 0.996 -0.672 0.048
C 4.329 0.820 0.692 0.226
C 3.273 0.835 1.582 0.051
C 1.970 0.957 1.119 0.152
H 2.600 2.004 -1.953 0.018
H 4.899 1.011 -1.403 0.001
H 5.346 0.749 1.041 0.017
H 3.398 0.748 2.648 -0.001
H 1.082 1.000 1.756 0.015
```

Output
spin multiplicity: 7
net charge: -1

This record from the OMol25 dataset describes a structure of composition C24H41F3GaO3P2S. The level of theory is ωB97M-V/def2-TZVPD.

```
75
Properties=species:S:1:pos:R:3:mulliken_charge:R:1
Ga -3.174 -2.473 -0.674 0.708
C -0.051 3.551 2.124 0.535
C -0.205 3.664 0.717 0.843
C -2.193 2.922 1.591 1.081
C -1.275 3.071 2.670 0.426
C -1.527 3.265 0.389 0.659
C 1.156 3.916 2.887 -1.719
H 2.064 3.549 2.391 0.437
H 1.121 3.508 3.903 0.384
H 1.244 5.010 2.967 0.331
C -1.560 2.829 4.100 -1.332
H -0.630 2.773 4.689 0.396
H -2.125 1.890 4.251 0.121
H -2.170 3.646 4.526 0.336
C -3.615 2.567 1.707 -1.146
H -4.209 3.434 2.035 0.390
H -3.770 1.782 2.448 0.011
H -4.005 2.215 0.744 0.345
C -2.108 3.265 -0.960 -1.686
H -2.363 4.283 -1.285 0.364
H -3.022 2.669 -1.000 0.388
H -1.393 2.854 -1.679 0.329
C 0.806 4.119 -0.246 -1.467
H 0.499 5.043 -0.751 0.410
H 0.985 3.360 -1.018 0.144
H 1.750 4.333 0.258 0.445
C 1.320 -0.187 1.848 -0.741
C 2.150 0.854 1.752 -0.658
C 3.036 1.221 0.610 -0.877
C 2.731 0.428 -0.686 -0.389
C 1.376 0.677 -1.252 -0.779
C 0.221 0.038 -1.063 -0.105
C -0.034 -1.064 -0.091 1.637
C 1.061 -1.362 0.950 -0.820
H 4.110 1.067 0.850 0.542
H 2.872 -0.645 -0.533 -0.673
H 2.899 2.307 0.436 0.112
H 1.997 -1.734 0.494 0.002
H 0.531 -0.116 2.609 0.320
H 2.198 1.529 2.614 0.850
H 0.644 -2.160 1.604 0.533
H -0.994 -0.823 0.420 -0.639
H -0.573 0.191 -1.821 0.575
H -0.166 -1.979 -0.716 -0.521
H 3.513 0.717 -1.416 0.646
H 1.447 1.406 -2.068 0.738
P 2.026 -2.939 -1.534 0.953
C 2.829 -4.370 -0.695 -1.555
C 3.460 -2.523 -2.625 -1.543
P -0.351 -2.744 -3.461 0.510
C 0.951 -3.848 -2.693 -1.422
C 0.739 -2.218 -4.874 -1.320
C -1.123 -4.140 -4.394 -1.189
H 2.064 -4.968 -0.187 0.357
H 3.548 -4.003 0.048 0.411
H 3.369 -4.994 -1.418 0.415
H 3.853 -3.436 -3.084 0.492
H 4.259 -2.087 -2.010 0.448
H 3.177 -1.816 -3.411 0.293
H -0.359 -4.768 -4.874 0.347
H -1.788 -3.732 -5.165 0.401
H -1.709 -4.740 -3.688 0.355
H 0.417 -4.615 -2.110 0.534
H 1.568 -4.340 -3.468 0.609
H 0.108 -1.894 -5.709 0.456
H 1.381 -3.026 -5.245 0.384
H 1.374 -1.380 -4.573 0.231
F -2.938 -0.427 4.406 -0.225
C -4.124 -0.741 3.785 0.516
F -4.791 -1.584 4.591 -0.212
F -4.889 0.393 3.685 -0.235
S -3.518 -1.530 2.099 1.119
O -3.091 -0.280 1.454 -0.386
O -2.459 -2.414 2.553 -0.575
O -4.557 -2.244 1.274 -0.659
```

Output
net charge: +1

| no. | energy (Eh) |
| --- | --- |
| 1 | -668.60127 |
| 2 | -829.13568 |
| 3 | -1563.06220 |
| 4 | -821.18434 |
| 5 | -4146.02153 |
| 6 | -3515.96877 |
| 7 | -306.22106 |
| 8 | -1087.52640 |
| 9 | -1300.28236 |
| 10 | -1066.95454 |
| 11 | -1346.87552 |
| 12 | -4469.72162 |